{
  "formula": "C34H47F3N9O4Zn",
  "method": "wB97M-V/def2-TZVPD",
  "energy_ev": -114195.896,
  "e_homo_ev": -5.1,
  "mol_weight_g_mol": 768.19,
  "orbital_gap_ev": 6.96,
  "charge": -1,
  "symbols": ["C", "H", "C", "H", "C", "C", "C", "H", "C", "H", "H", "N", "H", "H", "F", "C", "C", "H", "H", "C", "C", "N", "H", "H", "H", "H", "Zn", "H", "H", "H", "H", "C", "C", "H", "C", "N", "C", "C", "C", "H", "C", "H", "H", "H", "H", "C", "H", "H", "O", "C", "H", "H", "H", "H", "C", "N", "H", "H", "H", "H", "H", "C", "C", "C", "H", "C", "H", "C", "N", "C", "F", "O", "H", "H", "N", "C", "N", "O", "H", "C", "N", "F", "C", "C", "C", "C", "C", "C", "H", "H", "H", "H", "N", "O", "H", "H", "H", "H"],
  "positions_angstrom": [[3.403333, -2.444728, 1.342486], [-1.731030, -5.191294, -1.505776], [1.650544, -1.298788, -3.801153], [3.035397, -3.290617, 1.911544], [1.835947, 3.388529, 3.855353], [-2.676953, 6.171019, 0.237364], [1.770458, -3.726330, -3.474311], [2.586070, 4.163168, 4.015693], [4.262179, 2.118391, 2.072231], [-2.792323, -1.470624, -3.589309], [-2.201209, -4.068875, -4.278878], [1.013825, -2.504216, -3.282345], [1.323517, 1.455645, 4.694682], [2.769170, -3.605982, -3.045442], [-1.807410, 1.679675, -4.498314], [-2.254588, -1.033807, -0.237811], [-3.067960, 3.761756, -0.493602], [-0.513160, -3.858597, -4.759857], [2.978137, 3.196262, 0.696319], [0.987396, -1.841268, 1.167963], [-2.611957, 2.549562, -0.968799], [1.000427, 1.502952, 0.839749], [1.685873, -3.029343, 4.163893], [-1.235359, -3.107866, 2.701001], [2.732567, -1.434110, -3.768758], [-3.143574, -0.052130, 3.430164], [-0.331333, 0.805529, -2.121914], [3.071853, -1.372004, -1.126380], [-0.088293, -4.433901, 2.964082], [-5.135238, -1.006345, -2.890506], [1.350727, -1.100126, -4.830170], [-4.348900, -1.030757, -2.144228], [-1.162653, -4.286136, -3.999097], [3.559218, 4.156044, 2.033811], [0.897746, 2.258460, 1.875003], [-0.657700, -1.422995, -2.100264], [-0.478394, 2.450760, 2.470668], [-2.177855, 4.819900, -0.340410], [-0.760886, 0.837029, -4.189720], [-0.125780, 5.405773, -0.615053], [-3.024148, -1.298442, -2.544919], [-4.935611, -0.184750, 1.737680], [-0.565275, 2.003563, 3.465846], [-2.855584, -3.901720, -1.970864], [1.945402, 1.473977, 0.458474], [-1.590314, -0.660574, 2.069488], [-1.629763, -3.598067, -0.739194], [5.084161, 2.204591, 1.356575], [1.830259, 3.967176, -1.323032], [-1.231723, -1.035727, 0.790933], [4.041235, -1.829024, 1.985572], [1.888000, -3.970570, -4.535565], [1.986968, -1.427809, 3.462142], [1.772002, -0.262903, -0.632822], [-0.331381, -3.586300, 2.318001], [-0.859841, -3.727910, -2.686052], [1.280472, -4.554977, -2.975350], [1.406078, -0.429721, -3.206599], [3.050987, 1.828214, 4.761676], [-5.637373, -0.514944, -0.521009], [-0.535466, -3.966998, 1.319711], [-0.457133, 3.367770, -1.156343], [2.051352, 2.254152, 4.861740], [-1.825581, -4.114292, -1.672867], [-3.277341, 1.704587, -1.100234], [-1.994338, -1.291276, -1.636655], [3.846778, 1.109709, 1.999965], [3.185197, 3.166354, 1.763980], [-1.327340, 2.345818, -1.274244], [1.244323, -2.217880, 3.576197], [-1.096896, -0.344933, -4.872016], [1.253362, 1.933596, -2.056427], [0.861335, 3.843563, 4.036342], [0.399465, -1.814579, 4.147835], [0.080160, -1.297725, 0.448830], [-0.852991, 4.609268, -0.698180], [1.928614, 2.963293, 2.468574], [-3.850790, 6.137110, 0.667225], [-1.194479, 1.972396, 1.807971], [-0.219695, -2.486451, -2.671421], [2.300693, -1.678444, 0.797559], [0.287182, 1.327119, -4.937462], [-2.916618, -0.352306, 2.414110], [-3.600480, -0.751611, 0.139710], [-3.909028, -0.421397, 1.482005], [2.654434, -0.791176, -0.295331], [-4.629505, -0.763093, -0.838306], [0.998454, 3.096464, -1.542733], [3.410851, -0.069654, 0.025409], [-0.716170, 3.515416, 2.541356], [4.670366, 2.243989, 3.078356], [4.024736, -2.816117, 0.522769], [0.825817, -2.710690, 2.273673], [-1.835743, 7.089991, 0.206037], [-1.032941, -5.373012, -3.986808], [-4.103931, 3.919441, -0.223631], [1.928611, 2.622390, 5.885058], [-0.811645, -0.564489, 2.817360]],
  "forces_ev_per_angstrom": [[-0.14, 0.09, -0.13], [0.02, -0.01, 0.02], [-0.05, -0.22, 0.03], [-0.02, -0.05, 0.04], [-0.07, -0.15, -0.05], [0.02, 0.08, 0.06], [-0.08, 0.10, 0.03], [0.00, 0.07, -0.02], [-0.06, 0.04, -0.04], [0.02, 0.09, 0.05], [0.03, 0.01, 0.01], [-0.12, 0.07, 0.02], [0.04, 0.02, 0.03], [0.02, 0.02, -0.02], [0.09, -0.13, -0.02], [0.10, -0.01, -0.08], [0.01, 0.03, 0.02], [0.00, -0.01, 0.05], [-0.06, 0.05, -0.09], [0.01, -0.18, -0.13], [0.05, -0.07, 0.05], [-0.05, 0.46, 0.41], [0.02, 0.02, 0.00], [-0.06, 0.06, 0.04], [-0.02, 0.00, 0.05], [0.00, 0.00, 0.00], [-0.21, -0.32, -0.96], [-0.03, 0.00, 0.01], [0.00, -0.01, -0.02], [0.05, -0.03, 0.04], [-0.01, 0.01, -0.01], [0.00, -0.02, -0.02], [0.00, -0.03, 0.10], [-0.03, 0.04, -0.04], [0.07, -0.20, -0.16], [-0.23, 0.57, 0.42], [0.11, 0.00, -0.06], [-0.16, -0.09, 0.03], [-0.19, 0.10, -0.12], [-0.08, -0.01, 0.01], [-0.03, 0.10, 0.00], [0.04, -0.01, -0.01], [-0.02, 0.07, -0.05], [-0.03, 0.03, 0.01], [-0.09, 0.11, 0.19], [-0.04, 0.02, 0.07], [0.07, 0.01, 0.06], [-0.01, -0.01, 0.07], [-0.13, -0.18, -0.06], [-0.03, -0.10, -0.06], [0.01, 0.01, 0.02], [-0.01, 0.00, -0.01], [-0.03, -0.03, -0.01], [0.06, -0.01, -0.01], [0.20, 0.05, -0.04], [-0.25, 0.08, -0.18], [-0.01, -0.03, 0.01], [0.06, 0.10, 0.05], [-0.03, -0.01, 0.02], [0.05, -0.05, -0.04], [-0.03, 0.00, -0.05], [-0.11, -0.14, -0.04], [-0.01, 0.07, -0.03], [0.15, -0.08, -0.03], [0.02, -0.02, -0.03], [0.02, -0.19, 0.22], [0.01, 0.02, -0.01], [0.04, -0.27, 0.19], [0.21, 0.17, 0.05], [0.10, -0.10, -0.06], [0.06, 0.11, 0.12], [0.09, 0.22, 0.34], [0.04, 0.07, -0.01], [-0.02, 0.03, -0.01], [-0.15, -0.24, -0.19], [0.15, 0.05, 0.01], [-0.04, 0.14, -0.07], [0.29, 0.12, -0.10], [0.01, 0.03, 0.02], [0.41, -0.08, -0.04], [0.10, 0.07, 0.12], [-0.13, -0.08, 0.01], [0.03, -0.05, 0.00], [0.23, -0.07, -0.07], [-0.02, 0.04, -0.03], [0.03, -0.18, -0.01], [-0.01, 0.02, 0.04], [0.27, -0.14, 0.14], [0.02, -0.01, -0.02], [0.00, -0.07, 0.01], [-0.02, -0.02, -0.04], [-0.01, -0.01, -0.01], [-0.24, 0.26, 0.10], [-0.26, -0.16, 0.07], [0.01, 0.03, -0.02], [0.03, -0.02, 0.00], [0.02, -0.05, -0.06], [-0.03, -0.01, -0.08]],
  "lowdin_charge": [-0.06, 0.09, -0.04, 0.08, -0.22, -0.69, -0.07, 0.12, -0.08, 0.11, 0.09, -0.13, 0.06, 0.08, 0.00, -0.05, 0.01, 0.09, 0.10, -0.34, -0.09, 0.17, 0.08, 0.08, 0.09, 0.11, 0.74, 0.09, 0.09, 0.11, 0.09, -0.07, -0.06, 0.12, -0.40, 0.11, -0.01, -0.09, -0.51, 0.13, -0.04, 0.11, 0.07, 0.09, 0.03, -0.06, 0.07, 0.07, 0.04, -0.21, 0.08, 0.09, 0.09, 0.04, -0.06, -0.15, 0.08, 0.04, 0.06, 0.11, 0.08, -0.17, -0.08, -0.05, 0.10, -0.26, 0.05, -0.20, 0.04, -0.08, -0.04, -0.13, 0.11, 0.08, 0.15, 0.06, -0.09, -0.06, 0.06, -0.34, -0.12, 0.00, -0.08, -0.18, -0.05, -0.05, -0.05, -0.60, 0.08, 0.09, 0.06, 0.08, -0.18, -0.05, 0.09, 0.11, 0.07, 0.10]
}